The following is a DFT calculation (ωB97M-V/def2-TZVPD) of a 9-piece molecular cluster, C48H123N9O15 overall at a distorted geometry.

```
! RIJCOSX wB97M-V def2-TZVPD def2/J DEFGRID3
* xyz 0 1
C 3.4650 0.6549 -6.9581
O 2.3188 1.4483 -6.9370
C 1.8300 1.8868 -5.6751
C 0.3825 2.5053 -5.8057
C -0.1307 2.6792 -4.3893
N -0.4580 1.5407 -6.5026
H 3.2742 -0.2965 -6.4614
H 4.3613 1.0837 -6.5100
H 3.8042 0.4306 -7.9694
H 1.8005 1.0134 -5.0236
H 2.5366 2.5823 -5.2223
H 0.4264 3.4434 -6.3590
H 0.5818 3.1654 -3.7230
H -0.5446 1.7114 -4.1063
H -1.0221 3.3027 -4.3204
H -0.0392 0.6776 -6.1869
H -0.3697 1.5687 -7.5084
C -6.4432 5.1602 1.0697
O -7.2916 5.1597 -0.0373
C -7.3184 6.2847 -0.8857
C -7.9675 5.9979 -2.3150
C -7.1706 4.8951 -3.0016
N -8.0609 7.0872 -3.2092
H -5.3915 5.2095 0.7873
H -6.4654 4.1418 1.4576
H -6.8121 5.8736 1.8066
H -7.6289 7.1918 -0.3672
H -6.2894 6.5733 -1.1001
H -8.9690 5.6144 -2.1196
H -6.1687 5.3057 -2.8762
H -7.4012 4.6819 -4.0453
H -7.2996 3.9472 -2.4791
H -8.5148 6.6835 -4.0160
H -8.7275 7.7861 -2.9137
C 2.1192 2.0950 1.9194
O 2.5116 2.8814 3.0201
C 3.8049 2.4910 3.5110
C 3.9019 1.1890 4.3469
C 3.3853 1.2645 5.8776
N 5.2900 0.7782 4.3766
H 2.9018 1.5224 1.4216
H 1.5364 2.6931 1.2188
H 1.3504 1.4535 2.3500
H 4.3926 2.4201 2.5957
H 4.2346 3.2431 4.1726
H 3.3448 0.3547 3.9207
H 2.3115 1.2091 6.0561
H 3.8253 2.1800 6.2729
H 3.8805 0.4294 6.3732
H 5.8982 1.4904 4.7547
H 5.5592 0.6542 3.4110
C 6.4521 -8.9248 1.4376
O 6.7189 -7.5567 1.1894
C 6.5348 -6.6847 2.3532
C 6.9068 -5.2652 1.8081
N 6.8035 -4.1812 2.8486
C 5.6480 -4.0915 3.7010
C 4.3129 -3.7475 2.8857
O 4.6910 -2.7630 1.9315
C 3.9264 -2.8177 0.7063
H 6.8448 -9.5667 0.6490
H 5.3828 -9.1293 1.4920
H 6.7720 -9.1919 2.4448
H 7.0656 -7.0107 3.2476
H 5.4513 -6.6071 2.4436
H 6.2936 -4.9679 0.9574
H 7.9420 -5.3559 1.4789
H 6.9297 -3.3503 2.2885
H 5.8297 -3.2461 4.3647
H 5.5586 -5.0886 4.1319
H 3.5314 -3.2388 3.4502
H 3.8897 -4.6625 2.4712
H 4.0865 -1.8390 0.2541
H 2.9088 -3.1744 0.8653
H 4.0835 -3.5333 -0.1008
C 1.0365 -1.6833 6.3466
O 0.5255 -3.0556 6.4052
C 1.5179 -4.1044 6.4423
C 0.7215 -5.4614 6.4036
N 0.4382 -5.9958 5.0657
C -0.0949 -5.0788 4.1436
C -0.0830 -5.7265 2.7811
O -1.2125 -5.3258 1.8646
C -1.0917 -5.6723 0.4852
H 1.6018 -1.3677 7.2235
H 0.2217 -0.9667 6.2430
H 1.6483 -1.5817 5.4502
H 2.1110 -4.0080 7.3517
H 2.2404 -3.9688 5.6375
H -0.1773 -5.2951 6.9975
H 1.2803 -6.1708 7.0140
H -0.2033 -6.7448 5.2838
H 0.4861 -4.1567 4.1221
H -1.0983 -4.8238 4.4845
H -0.0035 -6.8132 2.8128
H 0.8283 -5.3853 2.2899
H -1.5206 -6.6296 0.1893
H -0.0305 -5.6104 0.2441
H -1.6329 -4.9604 -0.1381
C 1.0325 -1.2687 2.0310
O 0.5002 -0.7849 0.7557
C 0.2935 -1.6994 -0.3905
C -1.0444 -1.5237 -0.9700
N -1.2411 -0.1467 -1.5073
C -2.7644 0.0397 -1.8238
C -3.2351 1.4914 -1.9104
O -2.8015 2.1485 -0.7890
C -2.9482 3.5457 -0.7933
H 1.6176 -2.1854 1.9567
H 0.0978 -1.6524 2.4400
H 1.5129 -0.5028 2.6399
H 0.2900 -2.6914 0.0612
H 1.1511 -1.7590 -1.0607
H -1.6722 -1.7665 -0.1127
H -1.1932 -2.2674 -1.7528
H -0.9327 0.4671 -0.7669
H -3.3499 -0.2245 -0.9432
H -2.9856 -0.4469 -2.7738
H -4.3245 1.4683 -1.9387
H -2.8670 1.8564 -2.8692
H -2.0036 4.0481 -0.5847
H -3.6827 3.7691 -0.0195
H -3.3081 3.9231 -1.7505
C 2.9282 -2.0415 -3.5193
O 4.0492 -2.1921 -4.3294
C 5.3368 -1.8343 -3.7823
C 6.3412 -1.9287 -4.8728
N 6.3445 -0.6770 -5.5612
C 7.4206 -0.5418 -6.5808
C 7.4145 0.7131 -7.4959
O 6.4236 0.6253 -8.5013
C 6.7019 1.5856 -9.4652
H 2.4972 -2.9786 -3.1669
H 2.0705 -1.5322 -3.9587
H 3.2238 -1.4747 -2.6364
H 5.5633 -2.5286 -2.9731
H 5.2446 -0.8158 -3.4053
H 6.1082 -2.8126 -5.4665
H 7.2898 -2.1484 -4.3830
H 5.4354 -0.4145 -5.9142
H 7.3873 -1.4599 -7.1674
H 8.3202 -0.6641 -5.9777
H 8.4504 0.9619 -7.7262
H 7.2105 1.5829 -6.8714
H 5.8475 1.7332 -10.1258
H 7.5712 1.3683 -10.0858
H 6.7509 2.5992 -9.0674
C -1.8048 1.5324 2.6547
O -0.9995 2.6616 2.9990
C -1.7280 3.8399 3.2089
C -0.5746 4.8007 3.3355
N -1.0109 6.1607 3.6779
C 0.0610 7.0991 3.7198
C 0.9481 6.9621 5.0015
O 1.9853 5.9190 4.7822
C 2.5935 5.4067 5.9238
H -2.7711 1.5668 3.1579
H -1.3991 0.5619 2.9403
H -2.0889 1.5348 1.6024
H -2.3124 3.8803 4.1281
H -2.3466 4.0028 2.3263
H -0.2451 4.7968 2.2965
H 0.2732 4.4784 3.9400
H -1.5751 6.1433 4.5154
H -0.5331 7.9906 3.9206
H 0.6765 7.3115 2.8457
H 0.2368 6.8054 5.8124
H 1.3904 7.9128 5.2992
H 3.1616 6.1852 6.4331
H 3.1841 4.5270 5.6683
H 1.9315 5.1077 6.7364
C -6.5633 -2.2088 -3.7064
O -7.0625 -1.4459 -2.6287
C -6.7146 -0.0493 -2.8672
C -7.6285 0.7737 -1.8337
N -8.9224 0.1298 -1.8001
C -9.6650 0.4048 -0.5441
C -10.1085 -0.9847 0.1012
O -10.4903 -1.9759 -0.8255
C -10.7606 -3.2331 -0.1971
H -7.0075 -3.1914 -3.5477
H -5.4937 -2.2701 -3.9071
H -7.0292 -1.9281 -4.6510
H -6.9134 0.3572 -3.8588
H -5.6549 0.0189 -2.6212
H -7.7958 1.8196 -2.0910
H -7.0896 0.7502 -0.8865
H -8.7203 -0.8572 -1.8723
H -10.5449 1.0403 -0.6440
H -8.9689 0.8841 0.1442
H -10.8892 -0.9215 0.8592
H -9.2307 -1.4174 0.5813
H -11.5754 -3.1939 0.5259
H -9.7915 -3.5891 0.1527
H -11.1232 -3.8202 -1.0408
*
```

SMILES	COC[C@H](C)N.COC[C@H](C)N.COC[C@H](C)N.COCCNCCOC.COCCNCCOC.COCCNCCOC.COCCNCCOC.COCCNCCOC.COCCNCCOC
LUMO	0.0192	Eh
electronic energy	-3523.413075	Ha
highest occupied orbital energy	-0.3079	Eh